{
  "formula": "CI3O3S",
  "method": "ωB97M-V/def2-TZVPD",
  "symbols": ["C", "O", "O", "O", "S", "I", "I", "I"],
  "positions_angstrom": [[1.1458, -2.6280, -0.1627], [-2.6129, 1.4296, 0.2647], [-1.0776, 2.2136, -1.4703], [-0.5215, 2.5361, 0.9255], [-1.2781, 1.8596, -0.0894], [-0.3415, -0.4988, -0.1097], [1.7721, -2.9000, 1.8740], [2.9137, -2.0121, -1.2322]],
  "atomic_forces_ev_per_a": [[0.4, 0.5, 0.1], [0.3, 0.4, 0.0], [0.2, 0.3, 0.3], [0.1, 0.2, -0.2], [-0.8, 0.1, -0.1], [0.1, -1.2, 0.0], [-0.1, -0.1, 0.1], [0.0, -0.2, -0.1]],
  "total_charge": -1,
  "e_lumo_ev": [1.339, 1.341],
  "relative_energy_kcal_mol": 71.9,
  "largest_force_ev_per_a": 1.17
}

{
  "formula": "C2H7N4",
  "method": "ωB97M-V/def2-TZVPD",
  "symbols": ["C", "C", "N", "N", "N", "N", "H", "H", "H", "H", "H", "H", "H"],
  "positions_angstrom": [[-1.7347, 0.7083, -0.5057], [-0.9723, -0.2246, 0.3592], [-2.2861, -0.3971, -0.4499], [0.7020, -1.6135, 0.4216], [0.0485, -0.8245, -0.3096], [1.2575, 1.0454, -0.3761], [-1.9992, 1.7590, -0.7976], [-1.2145, -0.4762, 1.4300], [1.2230, -2.3116, -0.0781], [0.6492, -1.7376, 1.4769], [0.5522, 1.7624, -0.1529], [2.0636, 0.9882, 0.2390], [1.7109, 1.3220, -1.2569]],
  "atomic_forces_ev_per_a": [[-1.4, 0.8, 0.9], [-2.6, 0.7, 0.6], [0.3, 0.3, -0.8], [0.3, -1.1, 0.8], [0.9, -1.5, 1.0], [0.6, 0.7, -1.1], [0.6, -1.2, 0.2], [0.9, 0.8, -1.0], [0.7, -0.1, -0.1], [-0.3, 0.6, -1.6], [1.1, -0.3, 0.3], [-0.5, 0.4, 0.7], [-0.6, -0.2, 0.1]],
  "total_charge": 1,
  "e_lumo_ev": -5.416,
  "relative_energy_kcal_mol": 128.8,
  "largest_force_ev_per_a": 2.76
}

{
  "formula": "C5H8Cl2F3N",
  "method": "ωB97M-V/def2-TZVPD",
  "symbols": ["C", "N", "C", "C", "Cl", "Cl", "C", "C", "F", "F", "F", "H", "H", "H", "H", "H", "H", "H", "H"],
  "positions_angstrom": [[0.6830, -1.8718, -0.5342], [0.5218, -0.5299, 0.0271], [-0.8600, -0.1438, 0.4825], [1.2193, 0.6028, -0.4858], [2.8780, 0.1209, -0.8587], [0.4287, 1.3381, -2.0980], [1.2372, 1.8198, 0.5304], [1.6399, 1.5728, 1.9974], [0.5877, 1.7494, 2.8124], [2.2111, 0.3883, 2.2015], [2.5796, 2.4179, 2.4188], [0.2489, -2.6489, 0.1516], [0.2199, -2.0919, -1.5197], [1.7490, -2.0587, -0.6579], [-0.7335, 0.2835, 1.4221], [-1.3235, 0.6014, -0.0753], [-1.3131, -1.0913, 0.4788], [0.2040, 2.2750, 0.3180], [1.8251, 2.6254, -0.0269]],
  "atomic_forces_ev_per_a": [[-0.2, -0.6, -0.1], [-0.6, 1.7, -0.7], [2.8, -1.5, -0.4], [0.0, -1.0, 1.3], [0.2, 0.3, -0.4], [0.5, -0.4, 0.7], [-1.3, 1.2, -3.3], [0.4, 0.3, -0.7], [-0.1, -0.5, 0.1], [-0.7, -0.8, 0.0], [0.2, 1.1, -0.2], [0.5, 1.0, -0.3], [0.0, 0.7, 0.3], [-0.2, -0.2, 0.2], [-0.2, 0.2, 2.0], [-0.9, 0.9, -1.7], [-1.5, -0.7, 0.4], [1.2, -0.7, 1.4], [-0.1, -1.2, 1.3]],
  "e_lumo_ev": 0.651,
  "relative_energy_kcal_mol": 0.0,
  "largest_force_ev_per_a": 3.71
}

{
  "formula": "C2H4BrI",
  "method": "ωB97M-V/def2-TZVPD",
  "symbols": ["C", "C", "Br", "I", "H", "H", "H", "H"],
  "positions_angstrom": [[-1.9357, -0.6052, 1.0225], [1.3827, 0.6474, -0.7307], [-0.8337, 0.6495, 0.3577], [2.4817, -1.2039, -1.2299], [-2.5537, -1.1918, 0.3220], [-1.7733, -0.7743, 2.0623], [1.8881, 1.2820, -0.1096], [1.3440, 1.1963, -1.6942]],
  "atomic_forces_ev_per_a": [[-0.6, -0.3, -0.6], [0.4, -1.8, -3.3], [-0.1, 0.6, -0.5], [-0.8, 1.3, 0.6], [0.6, 0.4, 0.7], [-0.2, -0.6, 0.3], [1.4, 1.0, 2.3], [-0.7, -0.6, 0.4]],
  "e_lumo_ev": [-0.604, -0.317],
  "relative_energy_kcal_mol": 111.7,
  "largest_force_ev_per_a": 3.79
}

{
  "formula": "C4H10N3",
  "method": "ωB97M-V/def2-TZVPD",
  "symbols": ["C", "C", "C", "C", "N", "N", "N", "H", "H", "H", "H", "H", "H", "H", "H", "H", "H"],
  "positions_angstrom": [[0.5067, 1.6504, -0.4013], [1.4431, -0.8685, -0.5124], [-0.3359, 1.2797, 0.8342], [0.5786, -1.2507, 0.7060], [0.4951, 0.2258, -0.7237], [-2.7248, -0.3454, -0.4813], [-0.2368, -0.0960, 0.3648], [0.0188, 2.2530, -1.1647], [1.5027, 2.0509, -0.2032], [2.4550, -0.5332, -0.2787], [1.4713, -1.5667, -1.3487], [0.1323, 1.4497, 1.8043], [-1.3666, 1.6312, 0.8500], [0.0329, -2.1935, 0.6475], [1.0596, -1.1739, 1.6821], [-2.5906, -0.6817, -1.4320], [-3.1783, -1.0706, 0.0674]],
  "atomic_forces_ev_per_a": [[0.1, 1.2, -0.1], [0.8, -0.8, -0.2], [-0.5, 1.0, 0.6], [0.4, -1.1, 0.5], [-0.6, -0.3, -0.1], [0.3, 0.8, 0.3], [-0.4, -0.1, -0.7], [0.0, 0.0, 0.0], [0.0, -0.2, 0.0], [-0.1, 0.1, 0.0], [0.0, 0.1, 0.1], [0.1, -0.1, -0.1], [0.1, -0.1, 0.0], [0.0, 0.1, 0.0], [0.0, 0.1, -0.1], [-0.2, -0.4, -0.1], [-0.2, -0.4, -0.2]],
  "total_charge": 1,
  "e_lumo_ev": [-5.818, -4.292],
  "relative_energy_kcal_mol": 152.6,
  "largest_force_ev_per_a": 1.30
}

{
  "formula": "C7H13BIN3O2",
  "method": "ωB97M-V/def2-TZVPD",
  "symbols": ["B", "C", "C", "C", "C", "C", "C", "C", "N", "N", "N", "O", "O", "I", "H", "H", "H", "H", "H", "H", "H", "H", "H", "H", "H", "H", "H"],
  "positions_angstrom": [[1.4949, 1.5776, -1.1876], [-2.8447, 3.1466, -1.1903], [-1.8239, 4.0155, -1.1565], [-1.3826, -1.5646, -0.0469], [0.4431, -2.5857, 1.4981], [0.7040, -0.3945, 0.0422], [1.0220, 0.1190, -1.1540], [0.0731, -1.7654, 0.3174], [-0.7812, 3.4093, -0.6116], [-1.2425, 2.2314, -0.2577], [-2.5172, 1.9894, -0.5960], [1.8472, 2.0874, 0.0293], [1.5497, 2.2810, -2.3511], [-1.8984, 5.8916, -1.9020], [-3.9006, 3.3068, -1.4215], [-1.8696, -0.8084, 0.5797], [-2.0419, -2.4505, 0.1741], [-1.4755, -1.1417, -0.9984], [-0.3218, -3.3147, 1.5939], [1.4146, -3.0221, 1.3853], [0.3792, -2.0692, 2.5527], [0.9004, 0.1889, 1.0215], [-0.5166, 1.4472, -0.0192], [0.9667, -0.6408, -1.9359], [0.4509, -2.4777, -0.5739], [2.0118, 3.1023, 0.0072], [2.0187, 3.1027, -2.2861]],
  "atomic_forces_ev_per_a": [[0.2, -0.4, -1.0], [-3.6, -2.1, 0.8], [1.5, 0.5, 0.0], [-1.7, -0.8, 2.8], [-0.6, 1.8, 3.1], [-1.8, -3.7, 10.7], [1.5, 2.4, -6.5], [1.4, 0.2, -4.2], [0.6, 0.4, 0.3], [1.2, -1.8, -0.1], [1.3, 0.6, -0.2], [0.6, 3.0, 0.5], [0.0, -0.4, -0.7], [0.3, 0.8, -0.2], [0.6, 0.0, -0.3], [0.3, 0.1, 0.3], [0.8, 0.4, -0.9], [-0.3, 0.0, -1.8], [-0.4, -1.2, 0.0], [0.4, -0.3, 0.1], [0.3, -0.5, -2.0], [0.1, -1.0, -1.7], [-2.1, 1.8, -0.1], [0.4, 0.7, -0.5], [-0.5, 1.5, 1.4], [-0.5, -2.7, 0.1], [0.2, 0.7, 0.0]],
  "e_lumo_ev": [0.418, -2.688],
  "spin_multiplicity": 3,
  "relative_energy_kcal_mol": 0.0,
  "largest_force_ev_per_a": 11.47
}

{
  "formula": "CHFI2S",
  "method": "ωB97M-V/def2-TZVPD",
  "symbols": ["C", "F", "S", "I", "I", "H"],
  "positions_angstrom": [[0.6648, -0.7245, -0.0256], [0.5036, -1.7370, 0.7992], [-2.2291, 0.3666, -1.1249], [1.4187, 0.8613, 0.9625], [-1.7864, 2.2403, 0.2552], [1.4285, -1.0067, -0.8664]],
  "atomic_forces_ev_per_a": [[1.9, -0.4, -1.5], [-0.9, -0.6, -0.1], [1.5, 0.3, 1.1], [-0.2, 1.0, 0.2], [-0.3, -0.7, -0.6], [-2.1, 0.4, 0.9]],
  "e_lumo_ev": [-2.760, -2.762],
  "relative_energy_kcal_mol": 79.3,
  "largest_force_ev_per_a": 2.47
}

{
  "formula": "C5H10O",
  "method": "ωB97M-V/def2-TZVPD",
  "symbols": ["C", "C", "C", "C", "C", "O", "H", "H", "H", "H", "H", "H", "H", "H", "H", "H"],
  "positions_angstrom": [[0.5417, -2.3039, 0.4504], [0.0424, -0.9031, 0.8033], [0.0238, 0.0618, -0.3864], [-0.4555, 1.4659, 0.0525], [-0.2886, 2.4930, -1.0435], [-0.3056, 2.1705, -2.2096], [0.5410, -2.9597, 1.3285], [-0.0912, -2.7710, -0.3128], [1.5659, -2.2746, 0.0602], [-0.9694, -0.9733, 1.2256], [0.6755, -0.4822, 1.5968], [1.0369, 0.1311, -0.8097], [-0.5970, -0.3585, -1.1900], [0.1666, 1.8139, 0.8801], [-1.5034, 1.4074, 0.3951], [-0.0586, 3.5631, -0.7866]],
  "atomic_forces_ev_per_a": [[0.0, 0.0, 0.0], [0.0, 0.0, 0.1], [0.0, 0.0, 0.1], [0.3, -0.3, -0.2], [0.1, -0.2, -0.8], [-0.1, 0.4, 0.3], [0.0, 0.1, -0.1], [0.1, 0.1, 0.1], [-0.1, 0.0, 0.0], [0.1, 0.0, 0.0], [-0.1, -0.1, -0.1], [-0.2, 0.1, 0.1], [0.0, 0.3, 0.2], [-0.2, -0.1, 0.3], [0.3, 0.3, -0.1], [-0.3, -0.5, 0.2]],
  "e_lumo_ev": 1.046,
  "relative_energy_kcal_mol": 10.3,
  "largest_force_ev_per_a": 0.85
}

{
  "formula": "C39H32BaN3O4P2S2",
  "method": "ωB97M-V/def2-TZVPD",
  "symbols": ["Ba", "O", "C", "C", "C", "C", "C", "C", "C", "O", "N", "N", "C", "C", "C", "C", "C", "C", "N", "H", "H", "H", "H", "H", "H", "H", "H", "H", "H", "O", "C", "O", "C", "P", "C", "C", "C", "C", "C", "C", "C", "C", "C", "C", "C", "C", "H", "H", "H", "H", "H", "H", "H", "H", "H", "H", "H", "H", "S", "P", "S", "C", "C", "C", "C", "C", "C", "C", "C", "C", "C", "C", "C", "H", "H", "H", "H", "H", "H", "H", "H", "H", "H"],
  "positions_angstrom": [[-0.4447, -0.8236, 1.3632], [3.8781, 3.1945, 0.4536], [4.4770, 2.0203, 0.1996], [5.8729, 1.9861, 0.1783], [6.5427, 0.8135, -0.1110], [5.8360, -0.3532, -0.3843], [4.4550, -0.3235, -0.3555], [3.7566, 0.8463, -0.0621], [2.2662, 0.7827, -0.0033], [1.6873, -0.2995, -0.2149], [1.6750, 1.9590, 0.2961], [0.3623, 1.8036, 0.5323], [-0.3562, 2.8390, 0.7343], [-1.7874, 2.7130, 1.0052], [-2.5637, 3.8737, 1.0577], [-3.9231, 3.7726, 1.2912], [-4.4775, 2.5151, 1.4671], [-3.6328, 1.4159, 1.4094], [-2.3283, 1.4988, 1.1933], [2.8988, 3.0194, 0.3802], [6.4063, 2.9038, 0.3900], [7.6264, 0.8110, -0.1238], [6.3593, -1.2733, -0.6091], [3.8642, -1.2092, -0.5508], [0.0721, 3.8400, 0.6605], [-2.0936, 4.8372, 0.9138], [-4.5379, 4.6629, 1.3353], [-5.5329, 2.3760, 1.6532], [-4.0259, 0.4156, 1.5552], [-1.6100, -3.1154, 1.4923], [-1.4933, -3.1599, 0.2468], [-1.7586, -2.1786, -0.4848], [-0.7056, -4.3266, -0.3385], [1.0939, -3.8664, -0.2859], [1.9111, -5.4868, -0.0483], [1.6596, -6.5961, -0.8563], [2.2998, -7.8001, -0.6195], [3.2075, -7.9102, 0.4280], [3.4687, -6.8146, 1.2329], [2.8209, -5.6084, 0.9959], [1.4689, -3.5015, -2.0258], [2.7136, -3.8193, -2.5661], [3.0417, -3.4280, -3.8551], [2.1330, -2.7107, -4.6177], [0.8966, -2.3819, -4.0814], [0.5630, -2.7680, -2.7921], [-1.0226, -4.5724, -1.3530], [-0.8127, -5.1933, 0.3146], [0.9614, -6.5071, -1.6806], [2.0949, -8.6548, -1.2518], [3.7092, -8.8519, 0.6125], [4.1756, -6.8914, 2.0491], [3.0226, -4.7505, 1.6262], [3.4337, -4.3765, -1.9787], [4.0135, -3.6813, -4.2602], [2.3908, -2.4001, -5.6223], [0.1853, -1.8084, -4.6626], [-0.3930, -2.4770, -2.3705], [-1.2572, 0.2666, 4.4533], [0.6648, 0.0680, 4.9748], [1.9967, 0.0209, 3.4952], [0.8179, -1.4519, 5.9818], [0.4107, -1.4602, 7.3133], [0.4648, -2.6290, 8.0547], [0.9183, -3.8037, 7.4696], [1.3227, -3.7998, 6.1436], [1.2782, -2.6273, 5.4042], [1.1564, 1.3565, 6.1657], [0.2147, 2.2011, 6.7400], [0.6103, 3.1582, 7.6650], [1.9459, 3.2714, 8.0175], [2.8894, 2.4316, 7.4398], [2.4984, 1.4791, 6.5141], [0.0468, -0.5499, 7.7746], [0.1495, -2.6214, 9.0908], [0.9576, -4.7189, 8.0470], [1.6778, -4.7114, 5.6794], [1.6165, -2.6112, 4.3751], [-0.8233, 2.1041, 6.4468], [-0.1283, 3.8166, 8.1052], [2.2558, 4.0194, 8.7366], [3.9351, 2.5259, 7.7047], [3.2313, 0.8376, 6.0404]],
  "atomic_forces_ev_per_a": [[0.6, 1.2, 0.5], [0.5, 0.1, -0.1], [0.0, 0.3, 0.0], [0.1, 0.0, 0.0], [0.0, 0.1, 0.0], [0.0, -0.1, 0.0], [0.0, 0.0, 0.0], [-0.1, -0.1, -0.1], [0.3, 0.1, 0.0], [-0.2, -0.2, 0.2], [-0.2, -0.1, -0.1], [-0.4, -0.1, 0.1], [0.3, 0.0, -0.2], [-0.1, 0.2, 0.1], [-0.1, -0.1, 0.0], [0.1, 0.0, 0.0], [0.0, -0.1, 0.0], [-0.1, 0.0, 0.1], [0.3, 0.0, -0.2], [-0.3, 0.0, 0.2], [0.0, 0.0, 0.0], [0.0, 0.0, 0.0], [0.0, 0.0, 0.0], [0.0, 0.0, 0.0], [0.0, 0.0, 0.1], [0.0, 0.0, 0.0], [0.0, 0.0, 0.0], [0.0, 0.0, 0.0], [0.0, 0.0, 0.0], [-0.3, -0.7, 0.5], [0.5, -0.2, 0.0], [-0.2, 0.0, -0.8], [-0.2, -0.4, -0.1], [-0.1, 0.3, 0.4], [-0.1, 0.0, -0.1], [0.0, 0.0, 0.0], [0.0, 0.0, 0.0], [0.0, 0.0, 0.0], [0.0, 0.0, 0.0], [0.0, 0.0, 0.0], [0.0, 0.0, -0.1], [0.0, 0.0, 0.0], [0.0, 0.0, 0.0], [0.0, 0.0, 0.0], [0.0, 0.0, 0.0], [0.0, 0.0, 0.0], [0.0, 0.0, 0.0], [-0.1, 0.0, 0.0], [0.0, 0.0, 0.0], [0.0, 0.0, 0.0], [0.0, 0.0, 0.0], [0.0, 0.0, 0.0], [0.0, 0.0, 0.0], [0.0, 0.0, 0.0], [0.0, 0.0, 0.0], [0.0, 0.0, 0.0], [0.0, 0.0, 0.0], [0.0, 0.0, 0.0], [0.1, 0.0, 0.0], [-0.1, -0.1, -0.4], [-0.1, -0.1, 0.0], [0.0, 0.0, 0.1], [0.0, 0.0, 0.0], [0.0, 0.0, 0.0], [0.0, 0.0, 0.0], [0.0, 0.0, 0.0], [0.0, 0.0, 0.0], [-0.1, 0.1, 0.0], [0.0, 0.0, 0.0], [0.0, 0.0, 0.0], [0.0, 0.0, 0.0], [0.1, 0.0, 0.0], [0.0, 0.0, 0.0], [0.0, 0.0, 0.0], [0.0, 0.0, 0.0], [0.0, 0.0, 0.0], [0.0, 0.0, 0.0], [0.0, 0.0, 0.0], [0.0, 0.0, 0.0], [0.0, 0.0, 0.0], [0.0, 0.0, 0.0], [0.0, 0.0, 0.0], [0.0, 0.0, 0.0]],
  "total_charge": -1,
  "e_lumo_ev": 2.321,
  "relative_energy_kcal_mol": 0.0,
  "largest_force_ev_per_a": 1.39
}

Repeat the third record exactly.
{
  "formula": "C5H8Cl2F3N",
  "method": "ωB97M-V/def2-TZVPD",
  "symbols": ["C", "N", "C", "C", "Cl", "Cl", "C", "C", "F", "F", "F", "H", "H", "H", "H", "H", "H", "H", "H"],
  "positions_angstrom": [[0.6830, -1.8718, -0.5342], [0.5218, -0.5299, 0.0271], [-0.8600, -0.1438, 0.4825], [1.2193, 0.6028, -0.4858], [2.8780, 0.1209, -0.8587], [0.4287, 1.3381, -2.0980], [1.2372, 1.8198, 0.5304], [1.6399, 1.5728, 1.9974], [0.5877, 1.7494, 2.8124], [2.2111, 0.3883, 2.2015], [2.5796, 2.4179, 2.4188], [0.2489, -2.6489, 0.1516], [0.2199, -2.0919, -1.5197], [1.7490, -2.0587, -0.6579], [-0.7335, 0.2835, 1.4221], [-1.3235, 0.6014, -0.0753], [-1.3131, -1.0913, 0.4788], [0.2040, 2.2750, 0.3180], [1.8251, 2.6254, -0.0269]],
  "atomic_forces_ev_per_a": [[-0.2, -0.6, -0.1], [-0.6, 1.7, -0.7], [2.8, -1.5, -0.4], [0.0, -1.0, 1.3], [0.2, 0.3, -0.4], [0.5, -0.4, 0.7], [-1.3, 1.2, -3.3], [0.4, 0.3, -0.7], [-0.1, -0.5, 0.1], [-0.7, -0.8, 0.0], [0.2, 1.1, -0.2], [0.5, 1.0, -0.3], [0.0, 0.7, 0.3], [-0.2, -0.2, 0.2], [-0.2, 0.2, 2.0], [-0.9, 0.9, -1.7], [-1.5, -0.7, 0.4], [1.2, -0.7, 1.4], [-0.1, -1.2, 1.3]],
  "e_lumo_ev": 0.651,
  "relative_energy_kcal_mol": 0.0,
  "largest_force_ev_per_a": 3.71
}